1.
Formula: C2H3NO3
Source: the OMol25 dataset
Level of theory: ωB97M-V/def2-TZVPD

```
9
Properties=species:S:1:pos:R:3:forces:R:3
O 0.7075 1.0574 -0.0114 1.634 -0.526 3.592
O 1.6862 -0.8105 1.7031 -1.652 0.490 -1.679
O -1.5603 0.8101 -0.4137 1.268 0.562 -0.163
N -0.0807 -0.8794 0.1001 -0.362 -2.353 -0.255
C 0.8868 -0.5280 0.8810 3.051 2.221 1.727
C -0.2326 0.3457 -0.6048 -1.797 0.286 -2.018
H -0.1520 -1.8364 -0.2161 -0.450 -0.084 0.031
H -1.3517 1.5461 0.1891 -0.680 -0.022 -0.093
H 0.0969 0.2949 -1.6273 -1.011 -0.575 -1.141
```
Forces are in eV/Å.

Values from the calculation:
- electronic energy (eV) = -9753.534
- 2S+1 = 1
- LUMO (Eh) = 0.017
- orbital gap (Ha) = 0.4091

***

2.
Formula: C2H3NO3S
Source: the OMol25 dataset
Level of theory: ωB97M-V/def2-TZVPD

```
10
Properties=species:S:1:pos:R:3:forces:R:3
S 0.0000 1.8081 1.7692 -0.029 0.489 0.443
O -0.9025 0.0124 -1.4711 -0.318 -1.068 -1.354
O 0.6334 -1.4212 0.5148 0.799 -0.594 -0.156
O 2.2125 0.1291 -0.0562 -1.719 -0.748 0.721
N -1.1013 0.5626 -0.2503 -0.788 0.709 0.907
C -0.0427 0.7773 0.5289 0.214 -0.179 0.369
C 1.0904 -0.1797 0.3004 1.483 0.667 -1.067
H -1.8910 1.2014 -0.1571 0.274 -0.149 -0.235
H -1.3660 -0.8539 -1.4866 0.378 0.627 0.186
H 1.3673 -2.0361 0.3080 -0.294 0.245 0.187
```
Forces are in eV/Å.

Values from the calculation:
- electronic energy (eV) = -20588.690
- 2S+1 = 1
- LUMO (Eh) = 0.002
- orbital gap (Ha) = 0.3324

***

3.
Formula: C2H3NO3S
Source: the OMol25 dataset
Level of theory: ωB97M-V/def2-TZVPD

```
10
Properties=species:S:1:pos:R:3:forces:R:3
S -2.0780 0.1812 0.1566 -0.128 3.261 0.108
O -3.1077 0.0087 1.1657 1.079 -0.535 -1.325
O -1.3944 -1.3220 -1.0900 0.386 -0.910 1.409
O -2.3837 1.0917 -0.9534 0.484 -1.690 1.632
N 0.2432 -0.9479 0.4917 1.781 1.293 1.840
C -0.3010 0.1810 0.8064 -1.340 0.655 -0.322
C -0.1926 -1.7953 -0.2763 0.636 -3.185 -4.343
H -0.9310 -0.8047 -1.7560 -0.336 0.680 -0.467
H 0.5096 -2.4136 -0.9632 -1.669 0.596 1.554
H -0.0360 0.7192 1.7151 -0.891 -0.165 -0.088
```
Forces are in eV/Å.

Values from the calculation:
- electronic energy (eV) = -20585.010
- 2S+1 = 1
- LUMO (alpha / beta) (Eh) = -0.047 / -0.047
- orbital gap (alpha / beta) (Ha) = 0.2632 / 0.2632

***

4.
Formula: C2H3NO3S
Source: the OMol25 dataset
Level of theory: ωB97M-V/def2-TZVPD

```
10
Properties=species:S:1:pos:R:3:forces:R:3
S -2.4011 -0.4057 -0.3248 0.078 -1.336 -0.048
O -2.6854 -0.9722 0.9762 0.078 0.260 -0.466
O -1.6077 1.3960 0.2772 -3.919 1.757 0.255
O -1.1407 -0.8712 -0.9268 -0.593 0.338 0.285
N -0.4253 1.2504 0.3186 5.253 -2.447 -0.404
C 0.4853 0.5207 0.1176 -4.151 3.241 0.643
C 1.7165 -0.0321 -0.0394 1.292 -4.277 -3.261
H 2.3098 0.3221 -0.8818 -0.213 0.293 -0.047
H 1.4589 -1.1683 -0.3225 0.694 2.231 0.684
H 2.2896 -0.0399 0.8058 1.482 -0.060 2.358
```
Forces are in eV/Å.

Values from the calculation:
- electronic energy (eV) = -20586.451
- 2S+1 = 1
- LUMO (Eh) = 0.013
- orbital gap (Ha) = 0.3843

***

5.
Formula: C2H3NO3S
Source: the OMol25 dataset
Level of theory: ωB97M-V/def2-TZVPD

```
10
Properties=species:S:1:pos:R:3:forces:R:3
S -1.2754 1.2007 -1.7332 0.893 -1.766 -1.406
O -0.9574 2.2007 -2.7278 -0.186 -0.760 0.750
O 0.1646 1.6081 0.9312 0.881 -0.339 0.206
O -0.8037 -0.1798 -1.9763 -0.800 2.593 0.438
N -0.4115 0.5531 0.9125 -2.401 2.741 -0.775
C 0.0280 -0.6218 1.3523 1.652 -1.656 0.495
C 1.1812 -1.0771 0.7937 -2.055 2.788 -0.488
H -0.8137 -1.1412 1.8424 1.004 -0.304 -0.157
H 1.6373 -0.4804 -0.0005 0.206 0.239 0.770
H 1.2506 -2.0622 0.6057 0.807 -3.537 0.168
```
Forces are in eV/Å.

Values from the calculation:
- electronic energy (eV) = -20585.756
- 2S+1 = 1
- LUMO (Eh) = -0.037
- orbital gap (Ha) = 0.3063

***

6.
Formula: C2H3NO3S
Source: the OMol25 dataset
Level of theory: ωB97M-V/def2-TZVPD

```
10
Properties=species:S:1:pos:R:3:forces:R:3
S -0.3297 -0.1916 1.1125 3.092 -0.106 2.605
O -0.4914 -1.1566 2.1369 -0.972 -0.660 0.951
O 0.4993 -1.4000 0.0200 -2.495 3.200 -0.068
O 1.0939 0.6345 1.3497 -1.301 0.117 -0.766
N 2.1950 -0.1080 0.9688 0.016 -0.430 -0.454
C -1.2800 1.1026 1.2373 -1.448 -2.217 0.292
C 1.7252 -1.0566 0.2705 3.160 -4.077 -0.616
H -2.1939 0.5566 1.4511 -0.875 0.556 0.352
H 2.2786 -1.9850 0.0137 0.937 1.342 -0.091
H -1.3397 1.5514 0.3221 -0.114 2.275 -2.205
```
Forces are in eV/Å.

Values from the calculation:
- electronic energy (eV) = -20584.059
- 2S+1 = 1
- LUMO (Eh) = -0.038
- orbital gap (Ha) = 0.3398

***

7.
Formula: C2H3NO3S
Source: the OMol25 dataset
Level of theory: ωB97M-V/def2-TZVPD

```
10
Properties=species:S:1:pos:R:3:forces:R:3
S 1.5091 -0.6596 -0.4091 -1.455 4.254 -0.200
O 0.8231 1.2449 1.4369 -0.128 -1.248 0.366
O 2.0599 0.6757 -0.8698 0.575 -1.813 -0.229
O -1.0012 -2.1976 0.0148 -0.971 0.664 0.126
N 0.4411 0.0004 0.9156 -0.645 -0.079 1.526
C -1.4178 -1.0969 -0.2726 0.609 0.195 -1.286
C -0.4968 0.1146 -0.0894 0.261 -2.010 -0.419
H -2.3721 -0.9299 -0.9120 1.072 -0.182 1.174
H 1.1562 1.7491 0.6947 0.620 0.472 -0.820
H -0.7016 1.0992 -0.5092 0.062 -0.254 -0.237
```
Forces are in eV/Å.

Values from the calculation:
- electronic energy (eV) = -20585.313
- 2S+1 = 1
- LUMO (alpha / beta) (Eh) = -0.058 / -0.059
- orbital gap (alpha / beta) (Ha) = 0.2716 / 0.2680

***

8.
Formula: C2H3NO4
Source: the OMol25 dataset
Level of theory: ωB97M-V/def2-TZVPD

```
10
Properties=species:S:1:pos:R:3:forces:R:3
O -2.3979 -0.0978 0.6063 1.940 -1.434 -0.711
O 1.7332 -0.1732 -1.6416 -0.300 -0.818 -0.732
O -1.1254 -1.4956 -0.7907 -0.583 -1.480 -0.014
O 0.6285 1.3396 1.3319 -0.467 -0.350 -0.137
N 1.5340 0.3941 -0.5452 1.948 2.680 2.407
C 0.4984 0.5317 0.2260 -2.508 -1.382 0.423
C -1.4320 -0.5720 0.0879 1.333 2.342 -0.448
H 2.4452 1.0151 -0.1420 -2.718 -1.633 -0.897
H -1.7059 -2.3200 -1.0278 0.656 2.428 1.088
H -0.1781 1.3781 1.8953 0.701 -0.353 -0.979
```
Forces are in eV/Å.

Values from the calculation:
- electronic energy (eV) = -11797.013
- 2S+1 = 1
- LUMO (alpha / beta) (Eh) = -0.018 / -0.018
- orbital gap (alpha / beta) (Ha) = 0.2750 / 0.2750

***

9.
Formula: C2H3NOS
Source: the OMol25 dataset
Level of theory: ωB97M-V/def2-TZVPD

```
8
Properties=species:S:1:pos:R:3:forces:R:3
S 1.7508 0.3755 0.1816 0.841 -2.195 -0.188
O 2.9298 -0.5158 0.2824 -0.465 1.045 -0.267
N -2.0501 0.4283 0.3726 3.387 -1.481 -1.230
C 0.4589 -0.3877 -0.4328 -3.664 0.305 0.686
C -0.7840 0.5110 0.0390 0.890 2.038 0.418
H -2.3190 -0.5669 0.2461 -0.226 0.550 -0.010
H 0.2781 -1.4049 -0.9069 0.837 1.375 0.874
H -0.2644 1.5604 0.2180 -1.599 -1.638 -0.284
```
Forces are in eV/Å.

Values from the calculation:
- electronic energy (eV) = -16492.493
- 2S+1 = 1
- LUMO (Eh) = -0.038
- orbital gap (Ha) = 0.3292

***

10.
Formula: C2H3NOS
Source: the OMol25 dataset
Level of theory: ωB97M-V/def2-TZVPD

```
8
Properties=species:S:1:pos:R:3:forces:R:3
S -1.4307 0.2166 -0.1246 1.099 1.213 0.133
O 1.2372 0.1013 -0.2204 -0.701 -0.165 0.286
N 0.7657 -1.1703 -0.0278 -1.643 -1.680 0.423
C 0.2503 1.1218 0.0359 0.122 -0.761 -1.238
C -0.5254 -1.2607 0.0588 0.537 -0.522 -0.611
H 0.4845 1.7582 -0.8877 -0.965 0.108 2.068
H -1.1706 -2.2157 0.0652 1.823 1.406 0.200
H 0.3889 1.4488 1.1005 -0.272 0.400 -1.262
```
Forces are in eV/Å.

Values from the calculation:
- electronic energy (eV) = -16492.704
- 2S+1 = 1
- LUMO (Eh) = 0.026
- orbital gap (Ha) = 0.3491

***

11.
Formula: C2H3NOS
Source: the OMol25 dataset
Level of theory: ωB97M-V/def2-TZVPD

```
8
Properties=species:S:1:pos:R:3:forces:R:3
S 0.3519 -1.4787 -0.0775 -0.089 -0.580 0.064
O 1.3191 0.8871 -0.3120 0.708 1.973 -0.283
N -1.0882 -0.6749 -0.4218 0.461 -2.556 -0.530
C 1.5730 -0.2320 -0.0383 -0.585 -1.704 0.570
C -1.4409 0.3791 0.1154 -0.127 3.246 0.070
H -2.4264 0.6901 -0.2503 0.055 0.329 0.614
H 2.5097 -0.7004 0.3089 0.448 0.510 -0.241
H -0.7983 1.1298 0.6756 -0.870 -1.218 -0.264
```
Forces are in eV/Å.

Values from the calculation:
- electronic energy (eV) = -16493.652
- 2S+1 = 1
- LUMO (Eh) = 0.018
- orbital gap (Ha) = 0.3603

***

12.
Formula: C2H3NOS2
Source: the OMol25 dataset
Level of theory: ωB97M-V/def2-TZVPD

```
9
Properties=species:S:1:pos:R:3:forces:R:3
S -0.8088 -1.3542 -0.9766 -0.230 -0.145 0.172
S 2.3213 0.2542 -0.0567 0.594 0.209 -0.590
O 1.0489 -0.5996 1.9488 0.821 -0.158 0.671
N 1.0471 -0.2188 0.7845 0.954 -0.368 0.668
C -0.2816 -0.2306 0.2978 -1.415 0.516 -1.397
C -0.7684 0.4383 -0.9668 -1.598 -0.811 3.043
H -0.8321 -0.1124 1.2071 -0.990 -0.205 -0.043
H -0.0471 0.8345 -1.5758 1.445 1.245 -1.418
H -1.6793 0.9886 -0.6623 0.419 -0.284 -1.108
```
Forces are in eV/Å.

Values from the calculation:
- electronic energy (eV) = -27327.040
- 2S+1 = 1
- LUMO (alpha / beta) (Eh) = -0.045 / -0.045
- orbital gap (alpha / beta) (Ha) = 0.3044 / 0.3045

***

13.
Formula: C2H3NOS2
Source: the OMol25 dataset
Level of theory: ωB97M-V/def2-TZVPD

```
9
Properties=species:S:1:pos:R:3:forces:R:3
S 3.0631 0.2400 -0.0238 2.070 1.055 0.098
S -0.9846 -1.0342 -0.0601 1.707 0.624 0.682
O -1.2670 1.4589 -0.1141 -3.099 -0.203 1.513
N 0.5185 -0.0690 -0.1457 -2.566 2.244 1.097
C 1.7227 -0.5821 -0.0426 -1.318 -3.612 0.519
C -1.9089 0.4254 0.1076 -0.071 1.300 -2.715
H 0.3315 0.9760 0.2072 0.383 -2.767 -1.555
H 1.5920 -1.7035 0.0827 0.976 0.887 -0.423
H -3.0673 0.2887 -0.0112 1.917 0.470 0.784
```
Forces are in eV/Å.

Values from the calculation:
- electronic energy (eV) = -27328.504
- 2S+1 = 1
- LUMO (Eh) = -0.010
- orbital gap (Ha) = 0.3084

***

14.
Formula: C2H3NOS2
Source: the OMol25 dataset
Level of theory: ωB97M-V/def2-TZVPD

```
9
Properties=species:S:1:pos:R:3:forces:R:3
S 1.0498 0.5174 -1.5339 5.222 -0.493 0.487
S -2.2752 0.4258 0.8713 0.972 0.943 -0.986
O 1.4434 -1.2013 0.9415 -0.929 -0.513 -0.472
N -0.0066 -0.1938 -0.4686 -3.097 2.659 0.833
C -1.0769 0.7628 -0.2516 -1.711 -5.619 4.072
C 0.2830 -0.9927 0.6483 2.328 0.463 1.082
H 2.4930 0.3756 -0.6758 -3.479 0.333 -1.707
H -1.3599 1.5028 -0.8796 0.513 2.347 -2.399
H -0.5505 -1.1967 1.3483 0.181 -0.118 -0.911
```
Forces are in eV/Å.

Values from the calculation:
- electronic energy (eV) = -27327.681
- 2S+1 = 1
- LUMO (Eh) = -0.033
- orbital gap (Ha) = 0.3048

***

15.
Formula: C2H3NP2
Source: the OMol25 dataset
Level of theory: ωB97M-V/def2-TZVPD

```
8
Properties=species:S:1:pos:R:3:forces:R:3
P -1.5333 -1.3555 0.2685 -0.035 -0.174 1.157
P 0.2308 1.2311 0.8326 0.702 -0.391 1.261
N 1.2986 -0.7376 -1.9307 0.170 -0.345 0.091
C 0.6964 -0.7294 -0.9488 -0.287 0.238 -0.150
C -0.1215 -0.4489 0.2017 -0.931 -0.256 -0.915
H 0.0207 1.8277 -0.3817 -0.497 0.483 -0.933
H -2.1735 -0.8750 1.5198 0.673 0.134 -1.017
H 1.5819 1.0877 0.4386 0.204 0.312 0.505
```
Forces are in eV/Å.

Values from the calculation:
- electronic energy (eV) = -22187.664
- 2S+1 = 1
- LUMO (Eh) = -0.049
- orbital gap (Ha) = 0.3212

***

16.
Formula: C2H3NP2
Source: the OMol25 dataset
Level of theory: ωB97M-V/def2-TZVPD

```
8
Properties=species:S:1:pos:R:3:forces:R:3
P 2.3137 0.4749 -0.2214 2.433 1.443 -0.484
P 1.1400 -1.0426 0.4416 -2.146 -0.851 0.756
N -1.3651 0.1536 -0.0712 -2.165 -0.278 1.271
C -0.3327 -0.5283 -0.5341 2.091 -0.062 0.891
C -2.3881 0.3443 0.5873 2.676 -1.192 -1.575
H -2.9229 1.1612 1.0178 -0.154 0.583 -0.031
H -0.1413 -0.7202 -1.5824 -0.932 0.558 -0.333
H 3.6963 0.1570 0.3623 -1.802 -0.200 -0.494
```
Forces are in eV/Å.

Values from the calculation:
- electronic energy (eV) = -22183.972
- 2S+1 = 3
- LUMO (alpha / beta) (Eh) = -0.020 / -0.095
- orbital gap (alpha / beta) (Ha) = 0.1982 / 0.2128
- expectation value of S² = 2.03

***

17.
Formula: C2H3NS
Source: the OMol25 dataset
Level of theory: ωB97M-V/def2-TZVPD

```
7
Properties=species:S:1:pos:R:3:forces:R:3
S -3.0017 -0.2282 0.0011 0.393 0.585 -0.512
N -0.4764 0.2064 0.5048 -1.259 0.311 -0.241
C 0.4583 -0.5343 0.1831 -0.320 -0.202 -4.542
C -1.6248 0.6558 -0.0447 0.277 1.995 0.604
H -1.5049 1.8226 -0.2118 -0.706 -2.299 -0.084
H 0.7975 -0.9292 -0.8759 -1.313 0.808 1.737
H 1.0573 -0.7977 0.9285 2.928 -1.198 3.038
```
Forces are in eV/Å.

Values from the calculation:
- electronic energy (eV) = -14445.833
- 2S+1 = 1
- LUMO (Eh) = 0.005
- orbital gap (Ha) = 0.3260

***

18.
Formula: C2H3NS
Source: the OMol25 dataset
Level of theory: ωB97M-V/def2-TZVPD

```
7
Properties=species:S:1:pos:R:3:forces:R:3
S -2.5040 0.2218 0.2690 1.071 -0.412 0.401
N 0.2011 -0.7539 0.0848 -0.478 0.327 0.397
C 0.3935 0.6266 -0.2839 0.307 -0.968 -1.294
C -0.9167 -0.1221 0.2248 0.044 -0.032 -1.314
H 0.7283 0.9439 -1.2847 -0.884 -0.852 -0.121
H 0.7991 1.3071 0.3742 0.548 1.245 2.107
H 1.2986 -2.2234 0.6157 -0.608 0.692 -0.176
```
Forces are in eV/Å.

Values from the calculation:
- electronic energy (eV) = -14441.890
- 2S+1 = 1
- LUMO (alpha / beta) (Eh) = -0.005 / -0.085
- orbital gap (alpha / beta) (Ha) = 0.3304 / 0.2388

***

19.
Formula: C2H3NS
Source: the OMol25 dataset
Level of theory: ωB97M-V/def2-TZVPD

```
7
Properties=species:S:1:pos:R:3:forces:R:3
S -1.0916 -1.2806 0.1081 -0.245 -0.503 -0.130
N 2.4338 -0.0955 0.6318 0.450 0.272 -0.733
C -1.1182 0.2850 -0.1602 -1.132 0.836 -0.036
C 3.1849 -0.5031 -0.1399 -0.531 -0.685 1.041
H 3.8391 -1.1789 -0.6526 0.055 0.455 -0.315
H -0.2421 0.8590 0.0908 0.248 0.421 -0.132
H -2.0337 0.8610 -0.5056 1.155 -0.797 0.306
```
Forces are in eV/Å.

Values from the calculation:
- electronic energy (eV) = -14445.829
- 2S+1 = 1
- LUMO (Eh) = -0.003
- orbital gap (Ha) = 0.3138

***

20.
Formula: C2H3NS2
Source: the OMol25 dataset
Level of theory: ωB97M-V/def2-TZVPD

```
8
Properties=species:S:1:pos:R:3:forces:R:3
S 1.0286 1.1427 0.2573 -0.481 -0.382 0.922
S -0.9550 -0.8774 -0.4412 0.420 -1.733 1.085
N 1.2270 -0.3193 1.1860 -3.130 -2.058 -3.006
C -0.5943 0.8024 -0.5776 0.511 5.128 -3.793
C 0.3769 -1.2551 0.7182 2.529 2.897 1.509
H -1.4648 1.7359 -0.3861 2.281 -3.223 -0.035
H 0.6272 -2.2641 1.0423 -0.780 -0.011 -0.057
H -0.2456 1.0349 -1.7988 -1.349 -0.616 3.374
```
Forces are in eV/Å.

Values from the calculation:
- electronic energy (eV) = -25280.867
- 2S+1 = 1
- LUMO (Eh) = 0.021
- orbital gap (Ha) = 0.3221